Entry 1:
C38H53CsN5O4P3S4 | ωB97M-V with the def2-TZVPD basis set

```
108
Properties=species:S:1:pos:R:3:mulliken_charge:R:1
Cs 1.2432 -0.5075 0.8349 1.222
S 1.3035 -6.3552 -0.2451 -0.214
S 1.7098 -3.9325 1.3920 -0.322
S 2.8240 -2.5314 -1.7348 -0.262
S 2.2451 -5.2578 -2.7421 -0.222
P -2.1798 -1.5803 3.2282 -0.415
P -3.7364 0.1930 -1.0886 0.865
P -0.4333 -1.1511 -2.5845 1.003
O 1.4018 -7.7554 -2.4897 -0.676
O 1.3737 1.5474 3.0246 -0.456
O 2.2724 1.5406 -1.3622 -0.393
O -1.5407 -0.7790 2.1616 -0.840
N -3.7625 -1.0604 3.3893 0.443
N 1.0433 3.9355 1.3189 -0.080
N -2.3329 -3.2131 3.0589 0.311
N 1.0725 2.8761 0.6411 -0.219
N -1.3608 -1.4159 4.6547 0.354
C -4.8518 -1.8274 3.9872 -0.641
C -0.9804 -2.3944 -1.3492 0.354
C 1.3703 7.6391 3.1324 -0.616
C 2.2619 -4.1406 -1.3607 -0.148
C -0.0342 -2.2665 -3.9868 -1.193
C 1.6614 5.3388 4.6633 1.039
C -1.7224 -0.9482 6.9444 -0.826
C 0.7945 2.4848 -3.0345 -0.535
C -5.2834 -0.0561 -2.0686 -1.579
C 1.2808 6.4087 2.5308 -0.592
C 1.7542 6.6100 5.2543 -0.774
C -0.5630 -0.0938 6.4337 -0.664
C -1.4434 -5.3488 2.5221 -0.742
C -2.9605 -3.6566 1.7923 -0.354
C 1.2474 2.3475 -1.7259 0.536
C 2.9268 0.7964 -2.3849 -0.869
C 1.8100 4.1445 5.4425 -1.018
C -0.8655 4.0770 -2.3158 -0.772
C 1.3308 3.9087 2.6635 -0.082
C -2.0030 -4.7151 1.2538 0.742
C -0.8049 -0.0712 4.9297 -0.543
C -2.6114 0.6853 -2.4644 0.273
C -0.2569 3.3477 -3.3246 -0.568
C -0.4139 3.9404 -1.0090 -0.205
C -5.5862 -0.6004 2.0179 -0.340
C -6.1202 -1.3806 3.2235 -0.833
C 1.7204 2.9242 4.8819 -0.625
C -2.0382 -0.4924 -3.2567 -1.425
C -4.0919 1.8871 -0.4541 -1.384
C -4.3057 0.0142 2.5708 -0.491
C 0.6392 3.0903 -0.6954 0.181
C 1.6047 -6.6849 -1.9433 0.547
C 1.4189 5.2099 3.2752 0.615
C -1.7851 -2.0620 5.9007 -0.519
C 1.8281 -4.6598 -0.1861 -0.427
C 1.4728 2.7141 3.4524 0.188
C -1.2403 -4.1444 3.4342 -0.361
C 1.6110 7.7562 4.5115 -0.488
H -1.5799 -1.3304 7.9564 0.393
H 2.2359 0.1086 -2.8740 0.152
H -2.6475 -0.3645 6.9227 0.290
H -1.0906 -2.8668 6.1648 0.246
H -0.1032 -2.9742 -1.0441 -0.746
H -0.8684 -2.9356 -4.2189 0.380
H -3.2279 2.2481 0.1070 0.212
H 0.0872 0.1236 4.3385 0.265
H -0.8761 4.4838 -0.1948 0.525
H -5.5132 0.8139 -2.6909 0.410
H -2.7789 -2.5059 5.8066 0.403
H 0.8450 -2.8497 -3.7135 0.136
H 1.6853 8.7314 4.9773 0.362
H 3.6934 0.2089 -1.8874 0.270
H -6.7223 -0.7207 3.8528 0.333
H -2.7763 -1.2955 -3.3826 0.417
H -3.9551 -4.0779 1.9919 0.133
H -0.5335 0.9090 6.8596 0.399
H -4.2967 2.5810 -1.2744 0.542
H -4.9521 1.8678 0.2176 0.389
H -5.1710 -0.9303 -2.7123 0.380
H -3.1753 1.3628 -3.1175 0.528
H -1.7968 1.2771 -2.0335 -0.853
H -3.5804 0.2928 1.8137 0.049
H 1.8360 2.0229 5.4740 0.507
H -2.4928 -5.4253 0.5866 0.419
H -1.7372 -3.0713 -1.7580 0.419
H -1.3141 -4.4078 4.4911 0.154
H -6.7455 -2.2285 2.9418 0.346
H -4.5379 0.9009 3.1789 0.229
H 2.0001 4.2466 6.5076 0.302
H -5.3260 -1.2769 1.1999 0.025
H -6.2959 0.1405 1.6438 0.481
H -0.4975 -5.8584 2.3432 0.336
H -4.6573 -2.8956 3.8788 0.405
H -0.6072 3.4281 -4.3469 0.341
H 1.1035 6.3285 1.4680 0.412
H 3.3859 1.4719 -3.1145 0.397
H -6.1208 -0.2440 -1.3932 0.404
H -3.0783 -2.8184 1.1004 0.020
H 1.9436 6.6683 6.3219 0.327
H 1.2578 8.5343 2.5307 0.366
H -1.6972 4.7350 -2.5370 0.340
H -4.9582 -1.6195 5.0588 0.244
H 0.3879 -0.5876 6.6515 0.298
H -1.1814 -4.2352 0.7182 -0.853
H -1.7799 -0.1494 -4.2641 0.476
H -0.2609 -3.7073 3.2351 0.183
H -1.5358 0.7090 4.6789 0.224
H -1.3885 -1.8953 -0.4664 -0.490
H 0.2077 -1.6722 -4.8712 0.421
H 1.2476 1.9057 -3.8254 0.331
H -2.1651 -6.0491 2.9573 0.361
```

Total charge: -2
HOMO level (eV): -0.70
F_max (eV Å⁻¹): 0.127
E_LUMO (hartree): 0.132
Frontier orbital gap (eV): 4.30



Entry 2:
C38H53F27O8Si3 | ωB97M-V with the def2-TZVPD basis set

```
129
Properties=species:S:1:pos:R:3:mulliken_charge:R:1
Si -5.2907 1.4785 -2.6290 0.825
Si -0.8079 0.1568 -1.9566 0.628
Si -3.1668 1.8563 -1.7708 0.102
F -4.9027 9.3389 2.7250 -0.287
F 1.4481 -12.6509 4.8377 -0.266
F 0.0186 -6.3829 0.6261 -0.346
F 8.1850 2.2925 -4.9377 -0.311
F 7.8579 0.6899 -3.5117 -0.279
F -4.0757 8.9897 0.0050 -0.212
F -5.8522 4.9701 1.6005 -0.277
F -3.1567 5.1882 1.4347 -0.246
F -1.9604 -8.1606 2.8780 -0.272
F -4.1122 11.0369 0.7805 -0.261
F 7.5242 3.1345 -2.4344 -0.152
F 1.3594 -4.7258 0.8892 -0.266
F 2.1384 -10.6486 3.1842 -0.264
F -0.3459 -11.6278 4.1226 -0.218
F -6.5248 10.5535 1.9500 -0.302
F 2.5230 -12.6525 2.3949 -0.328
F -3.2556 7.3092 1.9517 -0.243
F 11.8732 -1.4709 -2.9415 -0.329
F 10.7180 -1.5117 -0.5352 -0.268
F -0.0716 -8.9666 3.6397 -0.255
F 9.3657 2.2555 -1.6449 -0.226
F 11.5309 0.5176 -2.0960 -0.271
F 1.2036 -5.6772 -1.0274 -0.268
F 8.9862 -0.4009 -1.2728 -0.197
F -5.1838 6.4051 0.0963 -0.311
F -1.3543 -9.0924 0.3840 -0.295
F -1.5838 -10.6448 1.8820 -0.292
O 0.4593 -10.0781 1.1164 -0.354
O -6.4660 8.4432 1.3690 -0.401
O 1.6413 0.9002 -1.2337 -0.595
O 9.9415 1.2172 -4.1913 -0.389
O -0.2279 -3.5023 -1.3496 -0.404
O -6.4326 2.3422 5.6945 -0.457
O -6.2054 1.7032 3.5980 -0.303
O -2.1253 0.8860 -2.6598 -0.374
C 3.6468 3.0547 -0.8843 1.402
C -0.6281 -4.3556 -0.3162 -0.510
C 8.7010 1.6816 -3.8475 0.787
C -6.5863 2.6996 -1.9854 -1.077
C -5.9696 1.5979 4.9040 0.149
C 0.8810 -11.4102 1.3307 -0.738
C 10.9142 -0.5415 -2.6598 0.882
C 1.5415 -11.7462 2.6768 0.891
C 5.0684 3.6078 -0.7170 -2.004
C 3.3784 1.9258 0.1034 0.420
C -3.1877 1.5006 0.0723 -0.339
C -4.1375 2.5800 0.6751 -0.579
C 10.3110 -0.1369 -4.0139 -0.703
C -5.0312 1.5320 2.7862 -0.846
C -4.8809 9.9827 0.4303 0.176
C 0.3021 1.3943 -1.0392 -0.991
C 2.7761 -1.2932 3.0146 -1.509
C -5.6889 9.5350 1.6520 0.802
C 3.8898 0.8491 2.2652 -1.035
C -1.2689 -2.6212 -1.7513 -0.807
C -3.9031 6.1361 2.0664 0.033
C 8.7806 2.7492 -2.7531 0.156
C 3.4586 2.6632 -2.3566 -1.445
C -5.8644 -0.3015 -2.3126 -1.176
C 9.9940 -1.2164 -1.6397 0.077
C -0.7843 -9.6378 1.4821 0.819
C -1.2710 -1.3306 -0.8917 0.249
C 4.0916 1.8649 1.3187 -0.726
C 2.4281 0.9154 -0.0944 0.190
C 0.5132 -5.2813 0.0211 0.765
C 2.2376 -0.1145 0.8380 -0.268
C 2.9701 -0.1722 2.0320 0.494
C 0.6793 -12.4177 3.7484 0.081
C -5.1992 1.7096 -4.5129 -1.327
C -6.2965 7.2040 2.0282 -1.041
C -5.3471 1.9794 1.3707 -0.451
C -5.2935 6.2067 1.4268 1.164
C -0.7018 -8.5258 2.5297 0.580
H 0.2890 -13.3726 3.3855 0.288
H -7.3466 2.8181 -2.7527 0.483
H -6.1892 3.6750 -1.7226 0.190
H -1.0834 -2.4082 -2.7984 0.453
H 0.1034 -12.1298 1.0731 0.312
H -3.9717 5.8658 3.1239 0.300
H -4.4854 3.2837 -0.0803 0.039
H -4.3854 2.3826 -4.7666 0.315
H -3.6191 0.5330 0.3030 0.360
H -2.2244 1.6049 0.5635 0.387
H 1.8475 -1.8138 2.8060 0.351
H 0.0773 1.4791 0.0203 0.724
H -2.2590 -1.2362 -0.4546 0.306
H -6.1222 2.7283 1.4651 0.313
H -2.2328 -3.1237 -1.6758 0.382
H 3.8750 1.6834 -2.5658 0.336
H 4.8223 2.6145 1.5682 0.297
H -6.1148 2.1594 -4.8850 0.359
H 2.4104 2.6403 -2.6219 0.195
H 2.9751 3.8868 -0.6671 0.202
H -1.5026 -4.9419 -0.5910 0.411
H 5.3412 4.2149 -1.5696 0.464
H 1.6765 -11.5468 0.6000 0.399
H 9.3516 3.6113 -3.1027 0.208
H -5.7880 1.1632 0.8003 0.272
H -0.4977 -1.4483 -0.1378 -0.167
H 5.1566 4.1691 0.2076 0.363
H -5.0975 -0.9007 -1.8252 0.257
H -6.1061 -0.7902 -3.2512 0.424
H 9.5821 -2.1442 -2.0464 0.277
H -6.1483 7.3281 3.1012 0.355
H -5.5539 10.2722 -0.3789 0.251
H -3.6156 3.1610 1.4140 0.382
H 0.2408 2.3677 -1.5303 0.345
H -5.3465 0.7545 5.2214 0.349
H -6.7596 -0.3366 -1.6980 0.332
H -7.2628 6.7167 1.9095 0.425
H 11.1249 -0.2755 -4.7235 0.391
H 2.7897 -0.9001 4.0254 0.391
H 1.5214 -0.8988 0.6386 0.543
H -4.2460 2.1777 3.1745 0.510
H -4.6935 0.4960 2.8032 0.371
H 3.9281 3.4063 -2.9919 0.481
H -2.8643 3.2947 -1.9857 -0.222
H 9.5180 -0.8186 -4.3221 0.333
H 0.0191 -0.3691 -3.0606 -0.398
H -0.1698 -7.6645 2.1380 0.002
H 3.5800 -2.0198 2.9231 0.297
H -7.0952 2.2903 -1.1159 0.265
H 4.4578 0.8489 3.1841 0.407
H -0.8399 -3.7783 0.5859 0.290
H 5.7866 2.7950 -0.6700 0.488
H -5.0485 0.7569 -5.0082 0.326
```

HOMO level (eV): -8.66
F_max (eV Å⁻¹): 1.374
E_LUMO (hartree): 0.011
Frontier orbital gap (eV): 8.96



Entry 3:
C38H53N6O4PRuS2 | ωB97M-V with the def2-TZVPD basis set

```
105
Properties=species:S:1:pos:R:3:mulliken_charge:R:1
Ru 0.6434 -1.0899 -0.1924 -0.450
S -2.9584 -0.5640 0.1829 0.342
S 0.6149 -1.0266 -3.8161 0.322
P 1.1988 2.4203 -0.8961 -0.629
O -1.4726 -0.4811 -0.0693 1.044
O 0.9318 1.1642 -0.1127 0.945
O 0.7668 -5.2321 -0.3824 -0.614
O 0.6572 -0.4692 -2.3970 -0.027
N 0.2147 2.8441 -2.1449 0.485
N 2.6870 2.3173 -1.5961 0.441
N 0.1108 -2.9863 -0.8069 -0.450
N 0.4404 -1.3950 2.1056 2.109
N 1.0011 3.6901 0.1494 0.952
N 2.6184 -1.6297 0.4842 1.224
C -0.6290 -0.0033 3.7958 0.734
C 2.5178 -2.8789 -3.6999 -0.623
C 4.6588 -2.5067 0.8754 -0.993
C -0.6802 -1.1187 2.9461 -0.365
C -2.9336 -1.5650 3.6213 -0.558
C 1.1643 3.4967 1.5824 -0.591
C -4.8645 2.2970 2.2775 -0.790
C 1.1391 -2.7233 -3.7725 0.594
C 3.0602 -4.1511 -3.6075 -0.647
C -1.1383 -1.1642 -4.2519 -1.522
C 0.4602 -4.1159 -0.5803 0.457
C 2.2243 -5.2571 -3.6164 -0.490
C -1.0878 -4.3420 2.6836 -1.363
C -2.0929 -1.3752 -3.0722 0.256
C 3.7250 1.4847 -0.9948 -1.053
C -4.5946 1.1350 1.5739 -0.800
C -1.7655 0.3208 4.5276 -0.559
C -2.3032 1.8648 1.2540 0.089
C 0.2967 -3.8277 -3.7818 -0.278
C -1.0755 3.4913 -1.9345 -0.944
C -1.8486 -3.1820 2.0378 0.309
C 3.8072 -1.9481 -0.0705 -0.775
C -2.9160 -0.4466 4.4355 -1.462
C -3.6935 -0.1792 -1.4620 -1.195
C 0.6461 0.8023 3.9134 0.093
C -2.5886 3.0236 1.9652 -0.782
C 3.9450 -2.5464 2.0803 -1.119
C -3.3195 0.9461 1.0586 0.592
C 0.8482 -5.0960 -3.7128 -0.822
C 2.6921 -2.0089 1.8089 -1.260
C -1.8202 -1.9246 2.8671 0.269
C -3.8613 3.2405 2.4709 -0.835
C 0.4104 2.4075 -3.5179 -1.203
C 0.4962 2.1554 4.5960 -1.768
C -2.6320 -0.0431 -2.5487 -0.292
C 1.2889 5.0493 -0.2937 -1.067
C 3.2273 3.3766 -2.4384 -1.156
C 1.5381 -1.8441 2.6176 0.185
H -1.8073 3.7552 2.1306 0.442
H 0.6532 5.7488 0.2528 0.350
H -1.3586 -0.2250 -4.7629 0.663
H 4.4223 2.0873 -0.4038 0.282
H -4.2666 0.7389 -1.3440 0.560
H 4.2837 -2.9259 3.0315 0.557
H 1.0763 5.1604 -1.3549 0.341
H -1.7554 1.1838 5.1794 0.367
H -0.7778 -3.7169 -3.8154 0.220
H -0.4180 1.7665 -3.8326 0.145
H 1.0771 0.9203 2.9161 -0.097
H 4.1320 -4.2775 -3.5387 0.441
H -2.8912 -3.4739 1.8920 0.645
H -4.0742 4.1426 3.0292 0.452
H 3.7930 2.9337 -3.2615 0.337
H -1.5946 -1.9286 -2.2730 -0.294
H 1.5881 -2.1049 3.6749 0.375
H -3.7922 -0.1787 5.0119 0.436
H -5.3639 0.3829 1.4410 0.450
H -1.1643 4.3601 -2.5924 0.383
H -2.9275 -1.9914 -3.4180 0.657
H 0.2427 2.0470 5.6507 0.472
H 0.6654 4.3152 2.1050 0.423
H 0.7069 2.5609 1.8810 -0.449
H -1.4330 -2.9874 1.0488 -0.780
H -1.1941 -1.9498 -5.0049 0.721
H 4.2940 0.9888 -1.7849 0.267
H 3.1634 -2.0077 -3.7151 0.453
H 0.2003 -5.9619 -3.7082 0.406
H -0.0253 -4.1175 2.7824 0.189
H 0.4343 3.2744 -4.1848 0.426
H -1.1790 3.8184 -0.9043 0.267
H -1.8010 0.5621 -2.1804 -0.674
H -5.8525 2.4620 2.6858 0.457
H -1.4804 -4.5577 3.6784 0.378
H -0.2851 2.7576 4.1273 0.237
H 2.3323 5.3283 -0.1147 0.271
H 3.2870 0.7276 -0.3527 0.041
H 2.4325 3.9858 -2.8617 0.376
H -3.0940 0.5043 -3.3762 0.755
H -1.3118 1.6589 0.8680 0.246
H 3.9985 -1.7620 -1.1170 0.549
H -3.8220 -2.1842 3.5675 0.518
H 3.9030 4.0283 -1.8762 0.285
H -4.3844 -0.9954 -1.6781 0.588
H 2.2153 3.4909 1.8937 0.230
H 5.6681 -2.8432 0.7044 0.485
H 1.3376 1.8524 -3.6184 0.337
H 1.3872 0.2174 4.4675 0.431
H 1.4327 2.7116 4.5427 0.445
H 2.6440 -6.2510 -3.5423 0.403
H -1.8972 2.8070 -2.1648 0.156
H -1.1747 -5.2443 2.0780 0.421
```

Total charge: +1
HOMO level (spin up / spin down) (eV): -10.10 / -10.08
F_max (eV Å⁻¹): 0.134
E_LUMO (spin up / spin down) (hartree): -0.065 / -0.129
Multiplicity: 6
Expectation value of S²: 8.7587
Frontier orbital gap (spin up / spin down) (eV): 8.32 / 6.57



Entry 4:
C38H54BrIN6S | ωB97M-V with the def2-TZVPD basis set

```
101
Properties=species:S:1:pos:R:3:mulliken_charge:R:1
I -5.4570 1.6579 -1.9662 0.002
Br 0.6422 -0.0833 -0.5649 -0.006
S -0.3300 2.2821 1.7052 -0.257
N -2.8934 -4.2607 -0.2564 -0.467
N 1.3799 -9.0502 -2.0015 -0.493
N -1.6221 8.3192 -1.7691 -0.468
N 4.2345 -4.4539 -0.4906 -0.482
N 6.8329 2.5844 -0.0198 -0.488
N -1.4843 4.9547 0.9455 -0.267
C 1.3474 -8.8998 -3.1406 0.259
C 1.7454 3.6660 -1.7082 -0.580
C -3.1426 10.0042 -0.4753 -0.545
C -4.2551 8.2200 0.9604 -0.782
C -3.4589 9.5194 0.9417 -0.505
C -3.7166 -4.2476 2.2230 -0.171
C -4.5236 1.8048 1.6735 0.629
C 6.4723 2.5741 1.0711 0.224
C 3.1974 1.0095 -1.2678 -0.347
C 4.1586 0.0697 -0.3957 -0.667
C 1.0683 4.9494 -1.9041 -0.823
C 7.1944 2.5680 3.4498 -0.474
C 6.0237 2.5492 2.4640 -0.290
C -2.4921 3.9568 1.1658 0.374
C -5.5090 0.6229 1.9226 -1.101
C 8.0840 1.3350 3.3398 -1.163
C 3.3509 -4.9289 -1.0512 0.149
C -2.5512 -4.2277 3.2154 -0.444
C -2.2856 9.0657 -1.2011 0.313
C -1.6758 -5.4725 3.1294 -0.958
C 2.2157 -5.5324 -1.7520 0.001
C -3.0945 1.5335 1.8251 -0.658
C -5.5977 -0.2019 0.5416 -0.311
C -2.1300 2.5816 1.5698 0.710
C -3.9350 4.2144 1.0107 -0.505
C 3.7934 -9.2225 -4.9273 -1.149
C -4.9137 3.1478 1.2757 -0.864
C 2.3600 -9.5749 -5.3082 -0.425
C 0.9983 -4.6051 -1.7872 -0.577
C 1.9805 1.3897 -0.3081 -0.515
C 0.2753 3.2484 0.2712 0.543
C 1.3218 -8.7082 -4.5917 -0.314
C -6.5805 0.4713 -0.4958 -0.975
C -0.0373 5.4034 -1.0485 -0.600
C 1.3527 2.7817 -0.6145 0.259
C -0.4286 4.5263 0.0600 0.349
C -3.2591 -4.2489 0.8326 0.313
C 0.4409 -4.3033 -0.4029 -0.911
H -4.3423 -3.3664 2.3896 0.063
H -2.2609 -6.3757 3.3183 0.321
H -5.1215 -0.1186 2.6741 0.360
H -0.8769 -5.4245 3.8711 0.362
H -1.9338 -3.3401 3.0521 0.243
H -3.6964 7.4028 0.4982 -0.054
H 7.5107 0.4223 3.5182 0.308
H 4.4960 -9.8470 -5.4814 0.334
H -7.1810 -0.2486 -1.0984 0.459
H -7.2477 1.1772 0.0709 0.309
H 6.7952 2.6234 4.4657 0.312
H 1.3447 5.6277 -2.7508 0.338
H 0.3261 -8.9613 -4.9649 0.308
H -6.0018 3.3673 1.1617 0.302
H 5.3885 3.4199 2.6473 0.331
H -0.5331 6.3820 -1.2689 0.241
H -5.8152 -1.2780 0.7607 0.252
H 1.2552 -3.6658 -2.2853 0.327
H 0.2144 -5.0783 -2.3847 0.329
H 2.5148 -5.7655 -2.7779 0.179
H -0.4375 -3.6632 -0.4822 0.154
H 1.9479 -6.4795 -1.2767 0.145
H 2.5563 3.3614 -2.4135 0.290
H -4.0702 10.1624 -1.0312 0.283
H -2.6388 10.9725 -0.4175 0.295
H -2.9555 -4.1521 4.2282 0.356
H 4.0133 -8.1773 -5.1577 0.300
H -4.4787 7.9282 1.9880 0.382
H 8.8867 1.3812 4.0779 0.335
H 0.1464 -5.2231 0.1086 0.283
H -5.2012 8.3331 0.4260 0.381
H 7.8002 3.4652 3.2965 0.306
H 3.5476 -0.3327 0.4629 0.248
H 2.8128 0.3516 -2.0956 0.340
H 2.2409 -9.4435 -6.3867 0.306
H -4.3463 -5.1223 2.4049 0.330
H 1.1749 -3.7841 0.2190 0.337
H -4.0361 10.2921 1.4553 0.326
H 1.4900 -7.6540 -4.8276 0.255
H 4.5600 -0.8005 -0.9656 0.337
H -6.5449 0.9492 2.1930 0.435
H -4.5622 -0.1552 0.0977 0.339
H 2.2824 1.3915 0.7698 0.573
H -2.5335 9.3843 1.5079 0.307
H 8.5458 1.2622 2.3527 0.352
H 3.7424 1.9054 -1.6471 0.316
H 2.1790 -10.6317 -5.0945 0.300
H -1.8746 5.8581 0.6839 0.173
H 4.9405 0.7315 0.0536 -0.162
H 3.9753 -9.3844 -3.8625 0.347
H -4.2713 5.2269 0.6753 0.095
H -1.2092 -5.5656 2.1463 0.106
H 5.4056 1.6638 2.6365 0.298
H -2.6971 0.5337 2.1283 0.362
```

Structure (SMILES): CC[C@H](Br)c1cccc2c1Sc1cc(CCCI)ccc1N2.CCCC#N.CCCC#N.CCCC#N.CCCC#N.CCCC#N
HOMO level (eV): -7.47
F_max (eV Å⁻¹): 3.241
E_LUMO (hartree): 0.018
Frontier orbital gap (eV): 7.95